C5H9NO2 as an isolated structure in a non-equilibrium geometry. Source: OMol25; level of theory: the ωB97M-V functional and the def2-TZVPD basis.

Results
E_HOMO = -9.0 eV
energy relative to the best compared isomer or geometry (same formula, charge and spin) = 335.3 kJ/mol
spin multiplicity = 1
orbital gap = 0.3461 hartree
max |F| = 4.15 eV/A

Each line ends with the natural charge from an NBO analysis.
CARTESIAN COORDINATES (ANGSTROEM)
1 O -1.4739 1.3374 1.5795  -0.588
2 C -1.3816 1.3745 0.3788  0.768
3 O -1.3718 0.3003 -0.4202  -0.560
4 C -1.3581 2.6512 -0.4580  -0.733
5 H -0.5654 2.6816 -1.2070  0.221
6 H -2.2817 2.6921 -1.0430  0.243
7 H -1.2847 3.5681 0.1252  0.228
8 C 1.5472 -1.8852 0.0046  -0.009
9 C 1.2837 -3.0974 0.4968  -0.457
10 C 0.3682 0.2446 0.0163  0.141
11 N 0.6051 -1.0345 -0.5854  -0.662
12 H 2.5728 -1.5209 0.0068  0.183
13 H 0.2401 -3.3763 0.6153  0.195
14 H 2.0768 -3.7788 0.7525  0.212
15 H 0.7076 1.0523 -0.6226  0.192
16 H 0.5785 0.3223 1.0755  0.217
17 H -0.2629 -1.5313 -0.7152  0.407

Force components x, y, z for each atom (eV/Å):
O 0.0 0.2 -0.2
C -1.9 1.9 0.0
O 3.8 -0.2 1.7
C -0.2 0.5 0.0
H 0.1 -0.3 0.1
H 0.0 -0.1 0.2
H -0.1 -0.2 0.2
C 0.7 -0.4 0.5
C -0.4 0.7 -0.3
C -1.8 -1.8 -2.8
N 0.3 -0.4 0.3
H -0.1 0.0 -0.2
H 0.2 -0.4 -0.1
H 0.0 0.0 0.2
H 0.1 0.2 0.3
H -0.4 0.0 0.1
H -0.2 0.2 -0.1